137
Properties=species:S:1:pos:R:3 method="wB97M-V/def2-TZVPD" homo_lumo_gap_ev=7.2 total_charge=+1 e_homo_ev=-10.812
Br -1.75068 3.71911 -4.37777
Cl -4.43591 3.28206 -1.35537
Cl -3.99809 1.24368 -5.15288
F 0.03194 4.88699 -1.87191
O 5.99774 1.69499 -1.68940
O 1.71267 3.29236 1.59924
O -3.72873 -1.78441 1.87808
O 9.48683 0.15797 -3.96882
O -2.55644 4.26881 3.79007
O -0.20295 -0.25160 5.77630
O 9.02683 -0.31124 1.50537
O -9.81600 -5.47465 -1.93327
O 2.52995 2.76355 3.62525
N -2.12952 2.87346 -2.76718
N -0.51012 2.40541 -1.11295
N -0.29802 1.24906 -3.00912
C -1.44645 -2.12445 -3.16990
C -6.38735 -5.73567 -1.52707
C -1.04688 2.53027 4.36334
C 6.58514 1.04401 -0.84907
C -1.90986 -0.65602 -3.08808
C 0.46422 -1.29742 3.74858
C -0.97774 3.45790 -0.21170
C 11.64297 1.00321 -3.43298
C 9.15513 -1.07464 2.43736
C -4.01843 0.03410 3.37934
C -10.51480 -3.25092 -1.46673
C 2.29137 3.56098 2.81700
C -4.41775 2.38160 -3.84271
C 2.64202 2.83248 0.62586
C 0.65996 1.67671 -0.59777
C -2.32133 3.89698 6.12905
C -12.12822 -5.25736 -1.42793
C -5.30328 -4.72405 -1.16052
C -5.85246 1.95920 -3.38651
C -2.60937 0.20057 1.22113
C 0.45962 -1.11609 5.24837
C -1.77742 -4.36236 -1.91951
C 9.70116 2.51390 -4.19332
C 1.31557 -2.05831 6.05549
C 6.37181 1.31207 0.61993
C -3.91937 -5.38387 -0.92510
C 10.20491 1.12713 -3.87463
C -2.96943 -5.30169 -2.13983
C 2.56720 5.03234 3.07592
C -3.46915 2.33268 -2.60575
C 1.99504 2.45588 -0.70301
C 8.56575 -0.76894 3.79270
C -3.48003 -0.63164 2.13955
C -1.03397 0.32308 -3.87823
C -1.01568 2.16431 -2.27492
C -0.29644 4.80305 -0.53472
C -2.21951 -2.89096 -2.07410
C 9.91072 -2.37160 2.29370
C -10.72766 -4.73652 -1.63923
C 7.54421 -0.05389 -1.22432
C -2.02776 3.62954 4.67558
H 0.61345 4.93575 0.04481
H -2.74256 3.00460 6.59496
H -6.64061 -6.40615 -0.70772
H 12.30752 1.36897 -4.21723
H 0.98981 -3.08750 5.89662
H -0.19138 -0.55565 3.29391
H -0.72361 3.24760 0.82094
H 10.27904 -2.46444 1.27403
H 7.59429 -0.13260 -2.30860
H -2.97439 -0.58805 -3.29679
H -2.55483 -6.30025 -2.29437
H 11.80371 1.57686 -2.51857
H -6.47852 2.81482 -3.16955
H 3.26192 1.99605 0.95750
H -0.38154 -2.15618 -2.93869
H -5.84093 1.20837 -2.60060
H -1.53649 0.87152 -4.67485
H 3.34539 3.65111 0.44239
H 9.77955 3.15163 -3.31115
H 7.19985 -1.00565 -0.81624
H -1.72145 0.53190 1.76544
H -2.04869 3.63611 -0.24408
H 8.05178 0.18999 3.75628
H -0.95473 5.62665 -0.26948
H -12.13944 -6.33422 -1.58216
H -10.77514 -2.95185 -0.45015
H -12.81154 -4.79170 -2.13993
H -3.28073 -2.77699 -2.30286
H 11.87164 -0.04249 -3.23742
H -3.54392 -5.05447 -3.03443
H 10.28294 2.94401 -5.01016
H -1.69501 -2.49302 -4.16499
H 1.73435 5.58240 2.63696
H -0.28397 -0.27727 -4.39161
H -3.50453 1.32268 -2.21689
H 1.21917 -1.81779 7.11196
H 8.65713 2.45798 -4.49524
H 5.65697 2.12842 0.72494
H -2.04805 -2.32106 -1.15725
H -6.31242 1.47998 -4.24822
H -5.59900 -4.26980 -0.21486
H 1.47499 -1.16079 3.36000
H 5.97063 0.42018 1.10492
H 9.25127 -3.21396 2.50883
H -2.29621 -0.41528 0.37662
H -9.46778 -3.01325 -1.64656
H -0.93259 2.45132 3.28086
H -0.98880 -4.58269 -2.63899
H 2.36202 -1.95480 5.76388
H 2.70170 1.82108 -1.23326
H -3.47509 -5.02847 0.00467
H 10.76006 -2.38652 2.97831
H 0.50718 1.67558 -3.45481
H -1.40762 1.57970 4.74886
H -7.30303 -5.19432 -1.76161
H 0.10150 -2.29377 3.49069
H -0.07570 2.75998 4.80422
H 0.45562 1.52591 0.46286
H -3.19608 0.36611 4.01002
H 9.35793 -0.71577 4.54072
H -3.14007 1.07148 0.84173
H 7.30994 1.59746 1.09443
H -4.62242 -0.67892 3.93632
H 1.89693 3.36257 -1.29787
H -1.40559 4.18361 6.64831
H 3.47496 5.28638 2.53028
H -4.12833 -6.44383 -0.76649
H 0.77763 0.67950 -0.99920
H -1.79048 -0.39107 -2.02702
H 7.84931 -1.54336 4.07161
H -5.23809 -3.98284 -1.95830
H -4.54758 3.39403 -4.20133
H 2.62643 5.23694 4.13520
H -12.45708 -5.04320 -0.40973
H -6.14946 -6.33724 -2.40666
H -3.04073 4.70940 6.20853
H -4.64111 0.88838 3.10594
H 8.53789 0.17243 -0.84105
H -11.12964 -2.70016 -2.18043
H -1.41350 -4.49318 -0.90203

***

93
Properties=species:S:1:pos:R:3 method="wB97M-V/def2-TZVPD" homo_lumo_gap_ev=7.7 e_homo_ev=-7.651
Sn -1.10530 -0.34341 2.44570
Cl -0.77520 4.60803 3.95059
Cl -5.82896 5.39485 2.31399
S 0.78250 -0.80073 -5.86232
P -0.10240 0.79791 -0.93900
P 0.74559 -1.74573 0.12630
O 0.96860 0.23273 3.71974
O 1.77036 -3.25664 3.60922
O -1.19494 1.82094 3.00927
O -1.44642 -0.19918 4.86521
O -1.03118 1.29277 6.47987
O -0.16805 -2.16671 3.31318
N 0.76682 -0.69797 -1.24617
N -3.55984 0.76245 2.19917
C 2.33570 1.28055 0.50411
C 3.19916 2.10534 1.21801
C -3.31763 4.79172 3.06213
C -4.61631 2.93875 2.23684
C 0.09841 1.66791 -2.54424
C 1.13063 1.77140 0.02074
C 3.34918 -2.61839 -0.04011
C -3.08303 -3.05616 -0.68020
C -0.93338 2.72542 -4.45119
C 1.46254 2.70079 -4.24173
C 2.86572 3.42788 1.44987
C 0.67788 0.94540 4.90214
C 0.79423 3.10264 0.27555
C -2.21453 3.94273 3.24385
C 4.40435 -3.42739 -0.43065
C 0.31595 3.05842 -4.94580
C -4.48636 4.31148 2.55247
C -1.03987 2.03163 -3.25018
C -3.17540 -4.18975 0.11295
C -4.67443 0.23374 1.76533
C -0.78819 -2.74366 0.01007
C -3.49618 2.09743 2.42574
C 2.18103 0.23100 -6.34540
C -2.08101 -4.59386 0.86782
C 1.08576 -2.25199 3.56370
C -0.89845 -3.87411 0.82389
C 1.35481 2.00981 -3.04832
C -0.71493 0.61200 5.38614
C 2.84392 -4.96692 -1.41129
C 1.78941 -4.15235 -1.02376
C 0.60221 -1.31031 -2.58487
C -5.83292 0.99404 1.51795
C -1.89751 -2.33226 -0.72478
C 4.15184 -4.60402 -1.12189
C -5.80117 2.33727 1.75834
C -2.23009 2.59796 2.89589
C 1.65574 -1.95490 -4.76454
C 2.03261 -2.96112 -0.34575
C 1.90650 -1.40232 -3.36607
C 1.65844 3.92708 0.97219
C 1.80728 -0.92716 3.86678
H 3.53945 4.07273 1.99942
H 2.43881 2.97490 -4.62198
H 2.64083 -5.88867 -1.94136
H -6.67584 2.95196 1.59556
H 2.91195 -0.35414 -6.90213
H -0.10102 -0.71862 -3.17662
H 1.39146 4.95929 1.14876
H 2.18362 -0.98286 4.88788
H -0.06561 -4.17780 1.44781
H 5.42097 -3.14586 -0.18906
H -2.15004 -5.46712 1.50324
H 3.55025 -1.70575 0.50830
H 4.14018 1.71143 1.58216
H 2.59134 -2.23182 -5.25148
H -2.01664 1.77050 -2.85878
H 2.65200 -0.82235 3.18621
H 4.97152 -5.24242 -1.42499
H 1.03552 -2.85289 -4.71799
H 2.61362 -2.04808 -2.84089
H -6.73033 0.51067 1.15737
H -1.94819 1.07804 6.71461
H -1.84331 -1.44530 -1.34544
H 0.77551 -4.44805 -1.26203
H 0.40156 3.60303 -5.87751
H 1.38905 0.69514 5.69211
H -4.66941 -0.83960 1.60258
H -3.23019 5.83538 3.33051
H 1.79361 1.02220 -6.98463
H -0.14865 3.49803 -0.08843
H -4.09840 -4.75418 0.14915
H -1.82613 3.00524 -4.99502
H -3.93249 -2.72858 -1.26665
H 0.16646 -2.30833 -2.48827
H 2.61538 0.25641 0.30833
H 2.64783 0.68583 -5.47266
H 2.35793 -0.40989 -3.43216
H 2.24457 1.74967 -2.48602
H 0.71934 2.01682 4.71365

***

70
Properties=species:S:1:pos:R:3 method="wB97M-V/def2-TZVPD" relative_energy_kj_mol=18.0 homo_lumo_gap_ev=7.7 e_homo_ev=-7.585
Ti 0.84735 0.46571 1.20924
S 2.88162 0.34590 0.47391
S 0.06993 2.67550 0.70008
P 0.41906 2.23349 -1.35174
O -0.25367 -0.58617 0.25123
O 1.00255 3.71632 -1.73171
O -1.10556 2.34663 -1.94516
N 1.07902 -1.37874 2.51060
N 1.71840 1.24368 3.12733
N -1.04381 1.18693 3.25717
C -2.71379 -1.72466 2.12211
C -3.17412 0.36649 0.73164
C -0.32269 1.77162 4.38813
C -1.57676 1.34100 -2.85335
C 1.38450 3.92004 -3.10179
C -0.80655 -3.12177 -2.28387
C -2.89153 -2.61719 -1.24213
C -3.11902 -1.15958 0.76099
C 2.33840 0.15188 3.90580
C -0.13456 -2.27745 -1.39973
C 1.02622 2.27862 3.91306
C -0.88971 -1.56854 -0.46732
C 1.85378 -1.45886 -2.72912
C -2.26973 -1.76499 -0.33429
C -2.17799 -3.28089 -2.23180
C 1.37594 -2.17743 -1.46865
C 2.64623 3.16247 -3.46250
C 1.43931 -1.06459 3.90660
C -0.98717 1.47749 -4.23954
C 2.02925 -3.55471 -1.33962
H -1.92216 0.77431 3.54393
H 3.45634 3.42644 -2.78183
H -2.70874 -2.81644 2.10077
H 1.62912 -4.11408 -0.49058
H -2.65573 1.48340 -2.89544
H 2.95212 3.40637 -4.48247
H 1.87396 -4.16494 -2.23381
H 2.50319 2.08161 -3.40167
H -0.17324 1.00114 5.14560
H -1.28656 1.90379 2.57660
H 1.92098 -1.90069 4.41619
H -1.26666 2.43039 -4.69220
H 0.55340 3.64940 -3.75694
H 0.29209 -2.01493 2.46166
H -2.68559 -3.92974 -2.93378
H 2.55153 0.47289 4.92833
H 3.28052 -0.08464 3.41354
H 3.10687 -3.44545 -1.20117
H 1.39477 -1.87610 -3.63072
H 2.43367 1.64441 2.52383
H 2.93855 -1.54471 -2.82809
H -1.72414 -1.37669 2.40997
H -3.42108 -1.41209 2.89796
H -3.84106 0.73439 1.51842
H 1.53945 4.99303 -3.19800
H -1.39682 0.34402 -2.44206
H 1.61165 -0.39617 -2.67348
H -0.87101 2.58339 4.87326
H -1.36151 0.67316 -4.87790
H -4.13395 -1.51892 0.57295
H 0.10157 1.40691 -4.22603
H -3.96273 -2.76439 -1.15847
H 1.63912 2.58168 4.76546
H 1.71320 -1.57035 -0.63435
H 0.50602 -0.84617 4.42031
H -2.19588 0.82354 0.86684
H -3.56200 0.72714 -0.22259
H 0.89689 3.14539 3.26676
H 1.85846 -1.80026 2.01304
H -0.22952 -3.65824 -3.02948

***

79
Properties=species:S:1:pos:R:3 method="wB97M-V/def2-TZVPD" relative_energy_kj_mol=130.0 s2=0.754 homo_lumo_gap_ev="6.8 / 5.9" total_charge=-1 multiplicity=2 e_homo_ev="-5.222 / -5.152"
Ir -1.29169 -1.48105 1.04242
Br -3.38669 -3.18898 5.23717
Br -4.68892 2.13793 1.65428
Br -5.89041 -1.17727 6.18044
Br -6.55464 1.51488 4.36709
S 0.00592 1.92529 -1.66259
S 1.01507 -2.80612 -2.55958
S -2.38540 0.51338 -4.12677
O -2.60424 0.01359 1.28858
O -0.60907 -0.96662 -0.81439
O -2.07260 -2.14742 2.73562
O 1.56209 -6.54416 -0.98303
O -2.73856 -2.58177 0.20687
O 2.61471 -3.02656 2.56990
O -3.12062 -4.24543 -1.23271
O 0.66527 -1.89912 2.60185
N 3.82008 3.56182 0.66327
N -0.30842 -3.28635 0.62285
N 2.49556 4.58210 2.14005
N 0.05954 0.18206 1.36392
C 0.60978 2.36410 2.12578
C -5.15270 0.34690 3.88417
C 5.77429 6.70381 0.80136
C -2.38889 -3.62318 -0.50053
C 2.15427 1.14429 0.78830
C 2.00956 1.68847 -3.22135
C 1.41185 2.57890 -2.38439
C 1.82300 2.31730 1.45966
C 0.60950 -4.10762 -3.59530
C -3.33902 -0.20102 -1.87100
C 4.94177 7.34015 1.73584
C -3.07142 -1.36883 3.13998
C 3.82266 6.71446 2.24581
C -0.24258 1.27627 2.05428
C -1.22750 -2.71002 -3.76611
C 4.38175 4.80069 0.87128
C 3.53833 5.42310 1.80385
C -4.42204 0.35695 -2.60736
C -4.05446 0.77339 -3.84646
C 1.47573 -2.77985 2.18574
C 1.25434 0.10518 0.77108
C 1.31203 0.44698 -3.27715
C 0.20723 0.42145 -2.48089
C 0.90464 -5.48748 -0.44673
C 5.51138 5.42411 0.35246
C -0.78958 -0.69889 -2.14914
C -3.82882 -1.63595 4.26683
C -2.17023 -0.19707 -2.56328
C 2.69744 3.49412 1.44884
C -0.61268 -3.93074 -4.16496
C 1.55458 -4.73098 0.51937
C -0.46178 -1.98281 -2.90690
C -4.87386 -0.77903 4.64014
C -3.36649 -0.22167 2.35844
C -4.39008 0.62491 2.74112
C 0.90778 -3.63039 1.04235
C -0.39529 -5.16091 -0.82174
C -0.96143 -4.04514 -0.25692
H 2.90041 1.90492 -3.79343
H 1.61586 -0.38251 -3.89728
H 0.99632 -6.96842 -1.63783
H -3.43119 -0.58222 -0.86921
H 6.64287 7.22842 0.42565
H 1.46844 -0.80530 0.23551
H 3.09331 1.01198 0.26998
H 1.29166 -4.93280 -3.72093
H 5.18759 8.34300 2.05899
H -1.21449 1.29482 2.52187
H 4.14111 2.85290 0.02886
H -0.97205 -5.73337 -1.53648
H -2.21241 -2.39863 -4.07909
H 6.15511 4.93541 -0.36710
H 2.54293 -4.97788 0.87829
H -5.42559 0.44315 -2.21847
H 0.32177 3.25040 2.67116
H 1.71677 3.58852 -2.16052
H -4.66708 1.23380 -4.60383
H 3.17595 7.19836 2.96479
H -1.06733 -4.63869 -4.84265

***

73
Properties=species:S:1:pos:R:3 method="wB97M-V/def2-TZVPD" relative_energy_kj_mol=153.9 homo_lumo_gap_ev="5.8 / 6.1" total_charge=-1 e_homo_ev="-4.544 / -4.620"
Pt 0.18570 1.52670 -0.79284
Te -0.05164 3.79626 0.32612
Se -1.15553 0.22683 -2.45559
As 0.84560 -0.56204 0.33394
F -5.67958 -2.32041 -2.30428
F -2.84265 1.75468 -0.14579
F -6.73625 -0.81421 -0.30171
F -5.27077 1.20980 0.76602
F -3.22994 -1.81319 -3.23177
O 1.59515 1.82214 -2.59998
O 2.32985 -0.28227 -2.92341
C 1.84627 -0.05170 1.92795
C -0.87199 -1.12689 1.06788
C -3.48682 0.73351 -0.71177
C -4.96764 -1.31150 -1.77953
C 3.05950 -4.75186 0.02783
C 2.87533 0.30562 -5.61600
C -2.90621 -0.01275 -1.73022
C -2.77440 -0.70440 2.48780
C 0.15325 2.68693 3.19847
C 2.41033 -0.17932 4.26479
C -0.69086 3.33050 2.29389
C 2.76547 -2.49012 -0.75647
C 2.95922 0.55303 -6.98035
C -2.39191 3.44206 4.01285
C 2.01137 -4.57528 0.92168
C -3.69577 -1.03303 -2.24463
C -1.59216 -2.13007 0.42028
C -1.48026 -0.39965 2.08573
C 2.16296 1.16515 -4.78763
C 1.60776 -0.56155 3.19763
C 1.59525 2.51480 -6.70398
C 1.33908 -3.36204 0.97559
C 2.90282 0.83447 1.73011
C -1.96233 3.71685 2.71884
C -0.27651 2.41627 4.49317
C 2.01919 0.84788 -3.30622
C -1.55201 2.78730 4.90425
C -5.50585 -0.55459 -0.76222
C -2.89259 -2.42400 0.81108
C 2.31395 1.65671 -7.52768
C -3.48159 -1.71746 1.85323
C 1.52472 2.27105 -5.33709
C 3.71665 1.20295 2.79300
C 1.70944 -2.31565 0.13194
C -4.75877 0.47227 -0.22792
C 3.46981 0.69663 4.06293
C 3.43391 -3.70905 -0.80601
H 3.03357 -1.68361 -1.42638
H 3.51606 -0.12178 -7.62102
H -3.23787 -0.13377 3.28396
H 1.15043 2.39367 2.89422
H 4.24579 -3.84337 -1.51015
H 0.52237 -3.23931 1.67303
H -1.13701 -2.67806 -0.39601
H 0.78387 -1.24584 3.36425
H -0.94954 0.41416 2.56269
H 4.53657 1.89165 2.63124
H 0.39315 1.91211 5.18018
H -3.45299 -3.18967 0.28694
H 2.20629 -0.56412 5.25708
H -1.88928 2.56213 5.90838
H 0.96876 2.92371 -4.67720
H -2.62762 4.22607 2.03044
H 4.09759 0.98891 4.89571
H -4.49787 -1.94039 2.15813
H -3.38736 3.73974 4.32128
H 3.34771 -0.56050 -5.17059
H 2.36239 1.84179 -8.59418
H 1.71054 -5.38389 1.57638
H 3.06679 1.25588 0.74546
H 3.57920 -5.70171 -0.01961
H 1.07990 3.36885 -7.12815

***

12
Properties=species:S:1:pos:R:3 method="wB97M-V/def2-TZVPD" relative_energy_kj_mol=427.6 homo_lumo_gap_ev=8.5 e_homo_ev=-8.778
S -0.76648 -1.27054 -1.89817
N 0.58836 1.60441 -0.16274
N 2.53340 0.42062 0.30324
N -2.20874 -1.34125 -0.98169
C 0.14239 1.26099 -1.29670
C 0.21926 -0.04244 -1.92500
C 1.42803 0.93112 0.64532
H -1.95768 -1.19343 -0.03302
H -0.64225 1.83206 -1.80434
H 1.03822 0.91596 1.78854
H 3.17655 -0.01837 0.94846
H -2.87549 -0.61721 -1.25798

***

15
Properties=species:S:1:pos:R:3 method="wB97M-V/def2-TZVPD" relative_energy_kj_mol=140.3 s2=2.005 homo_lumo_gap_ev="6.6 / 5.5" multiplicity=3 e_homo_ev="-5.819 / -10.229"
Cl 3.28682 0.64550 0.88996
P 1.54043 -0.62622 -0.32009
O -0.04500 1.62519 -0.31569
O 1.81080 -0.81401 -1.75322
N 1.60068 -2.12005 0.52631
C 0.23318 0.47119 0.31617
C -2.39471 1.09583 0.01991
C -1.03060 0.65855 -0.44102
H -0.93112 0.17853 -1.43070
H 1.75302 -2.75099 -0.30751
H 0.12820 0.38290 1.37576
H -2.97667 0.22483 -0.16672
H -2.66115 1.33210 1.04671
H 2.30622 -2.16058 1.21566
H -2.62010 1.85722 -0.65554

***

21
Properties=species:S:1:pos:R:3 method="wB97M-V/def2-TZVPD" relative_energy_kj_mol=0.0 homo_lumo_gap_ev=2.2 total_charge=-1 e_homo_ev=-3.783
Cu 2.17212 -0.01116 1.81476
Cu -0.93957 -3.15896 1.16820
Cu -0.01032 3.79824 -0.97143
Cu 0.74930 -2.61959 -1.73625
Cu 3.16129 -0.35922 -2.48901
Cu -2.45682 -1.26763 -1.51625
Cl 0.04714 0.11271 -0.59115
P 3.07948 2.43593 0.77243
P -3.72170 -1.85380 0.66449
O -0.83591 -0.79491 0.08676
O -0.53190 0.32711 -1.90852
O -2.65382 -2.92859 0.14167
O -4.64784 -1.71852 -0.58319
O 2.26437 3.37131 -0.16607
O 1.35270 -0.43001 -0.55086
O 2.40264 2.32942 2.17475
O 0.20983 1.42580 -0.05849
O -4.46694 -2.03307 1.93667
O -3.08626 -0.45065 0.60106
O 3.36627 0.93252 0.38076
O 4.54596 2.89308 0.82965